1.
Formula: C9H15NO6Pd
Source: the Open Molecules 2025 dataset
Level of theory: ωB97M-V/def2-TZVPD

Results
Net charge: 0
Spin multiplicity: 1
Orbital gap: 8.3 eV

Element x y z (Å)
Pd -0.068 -0.107 -0.088
O 2.689 -0.845 2.758
O 1.881 1.208 -1.507
O -1.939 0.571 0.317
O -2.897 2.561 0.681
O 1.444 -1.158 0.929
O -0.668 -1.431 -1.579
N 0.495 1.366 1.213
C -1.963 1.795 0.737
C 1.732 2.097 0.791
C -0.531 -3.254 -3.032
C 0.774 0.539 2.416
C 2.580 1.443 -0.290
C 1.547 -2.298 -1.843
C 1.743 -0.581 2.045
C -0.679 2.275 1.389
C 0.082 -2.258 -2.100
H -0.847 -4.108 -2.426
H -0.170 0.109 2.752
H -0.463 3.252 0.963
H -1.414 -2.836 -3.508
H 1.990 -1.420 -2.325
H 1.524 2.038 -1.840
H 2.373 2.226 1.667
H 1.207 1.142 3.217
H 1.756 -2.220 -0.776
H 0.184 -3.610 -3.772
H 1.431 3.086 0.447
H 2.003 -3.199 -2.246
H 2.940 0.470 0.032
H -0.879 2.420 2.453
H 3.446 2.088 -0.463

Forces on atoms 1 to 3 (eV/Å):
Pd -0.2 0.4 0.9
O -0.1 0.0 0.1
O 0.0 0.0 0.0

These are the natural (NBO) partial charges, in e, on atoms 1 to 4: 1.056 -0.623 -0.727 -0.740


2.
Formula: C2H5N3O2
Source: the Open Molecules 2025 dataset
Level of theory: ωB97M-V/def2-TZVPD

Results
Net charge: 0
Spin multiplicity: 1
Orbital gap (alpha / beta): 8.0 / 8.0 eV

Element x y z (Å)
O 2.176 -1.046 -1.036
O -0.034 1.508 0.999
N -0.645 -0.471 0.083
N 2.220 0.177 -1.140
N -0.085 0.591 0.213
C 1.137 1.003 -1.128
C -1.575 -0.990 1.032
H -2.544 -0.678 0.809
H 1.562 1.859 -0.708
H 0.522 0.900 -1.968
H -1.458 -2.075 0.879
H -1.275 -0.777 1.965

Forces on atoms 1 to 3 (eV/Å):
O -0.7 2.2 0.0
O -1.0 0.4 1.7
N 0.0 -0.7 -1.7

These are the natural (NBO) partial charges, in e, on atoms 1 to 4: -0.244 -0.450 -0.234 0.090


3.
Formula: C4HCl2N
Source: the Open Molecules 2025 dataset
Level of theory: ωB97M-V/def2-TZVPD

Results
Net charge: 0
Spin multiplicity: 1
Orbital gap: 8.1 eV

Element x y z (Å)
Cl -0.349 2.197 -2.275
Cl -3.936 1.027 1.144
N -1.991 1.943 -0.429
C -0.263 -0.079 0.182
C -2.420 0.993 0.317
C -1.413 0.059 0.488
C -0.794 2.251 -0.670
H 0.595 -0.667 0.118

Forces on atoms 1 to 3 (eV/Å):
Cl 0.5 0.0 -1.2
Cl 0.4 -0.1 -0.4
N -2.1 0.5 0.7

These are the natural (NBO) partial charges, in e, on atoms 1 to 4: 0.060 0.062 -0.416 -0.142


4.
Formula: C4H7NO
Source: the Open Molecules 2025 dataset
Level of theory: ωB97M-V/def2-TZVPD

Results
Net charge: 0
Spin multiplicity: 1
SMILES: CN1CCC1=O
Orbital gap: 10.2 eV

Element x y z (Å)
O 0.749 2.200 0.090
N -0.381 0.141 -0.039
C 0.683 0.994 0.054
C 0.413 -1.082 -0.013
C 1.670 -0.185 0.095
C -1.793 0.395 -0.085
H 2.363 -0.228 -0.748
H -2.271 -0.204 -0.868
H -2.281 0.179 0.873
H -1.930 1.455 -0.316
H 0.219 -1.724 0.854
H 0.337 -1.675 -0.932
H 2.222 -0.266 1.035

Forces on atoms 1 to 3 (eV/Å):
O 0.0 -0.4 0.0
N 0.0 0.2 0.0
C 0.0 0.2 0.0

These are the natural (NBO) partial charges, in e, on atoms 1 to 4: -0.602 -0.426 0.688 -0.198


E_tot readings, ordered: -26830.5774; -10713.0772; -30693.3636; -7798.7035 eV
Maximum force readings, ordered: 1.0; 4.7; 2.4; 0.4 eV/A